Here is a 4-piece molecular cluster, C24H38ClN5O4S4 overall from the OMol25 dataset. Energies are from ωB97M-V/def2-TZVPD.

Cartesian coordinates (Å):
O1 -3.99 -0.08 0.67
S1 -3.31 1.15 0.48
O2 -3.97 2.39 0.68
O3 -2.60 1.13 -0.94
C1 -1.25 1.63 -0.73
C2 -0.33 1.63 -1.95
C3 -0.98 1.22 -3.27
C4 -2.19 2.06 -3.69
Cl1 -3.60 1.01 -4.08
C5 -0.83 0.84 0.51
S2 -0.91 -0.96 0.07
C6 0.48 1.30 1.13
C7 1.22 0.39 2.10
C8 0.63 0.37 3.51
S3 -0.87 -0.66 3.76
C9 -0.17 -1.81 4.93
S4 0.02 -1.46 6.49
N1 0.20 -3.03 4.38
C10 0.67 -4.15 5.06
C11 0.93 -5.07 4.12
N2 0.63 -4.59 2.85
C12 0.19 -3.39 3.04
O4 -1.95 1.19 1.36
H1 -1.39 2.67 -0.40
H2 0.46 0.90 -1.75
H3 0.16 2.60 -2.02
H4 -0.21 1.34 -4.05
H5 -1.21 0.15 -3.27
H6 -2.55 2.70 -2.89
H7 -2.01 2.62 -4.60
H8 0.41 -1.15 0.01
H9 0.24 2.23 1.66
H10 1.13 1.57 0.30
H11 1.32 -0.63 1.73
H12 2.23 0.78 2.19
H13 1.39 -0.04 4.18
H14 0.41 1.38 3.86
H15 0.78 -4.21 6.13
H16 1.32 -6.05 4.29
H17 -0.13 -2.72 2.26
C13 5.72 -0.17 -2.83
C14 4.57 -1.15 -2.70
C15 3.25 -0.47 -2.32
C16 3.35 0.22 -1.03
N3 3.44 0.76 -0.02
H18 5.93 0.33 -1.89
H19 6.63 -0.69 -3.14
H20 5.51 0.59 -3.59
H21 4.81 -1.91 -1.95
H22 4.42 -1.68 -3.65
H23 2.44 -1.20 -2.25
H24 2.97 0.26 -3.08
C17 -5.91 -2.94 -7.89
C18 -5.49 -2.42 -6.52
C19 -4.84 -1.03 -6.58
C20 -3.62 -1.04 -7.40
N4 -2.66 -1.07 -8.03
H25 -5.06 -3.06 -8.55
H26 -6.40 -3.91 -7.79
H27 -6.62 -2.26 -8.36
H28 -4.79 -3.12 -6.06
H29 -6.36 -2.36 -5.86
H30 -4.56 -0.69 -5.59
H31 -5.53 -0.31 -7.01
C21 2.12 4.15 6.47
C22 1.70 2.72 6.79
C23 2.84 1.71 6.64
C24 3.34 1.68 5.27
N5 3.70 1.68 4.18
H32 2.45 4.24 5.43
H33 1.29 4.84 6.61
H34 2.94 4.47 7.11
H35 0.87 2.43 6.14
H36 1.32 2.67 7.82
H37 2.49 0.71 6.90
H38 3.66 1.97 7.32

Output
HOMO-LUMO gap, eV: 7.91
SMILES: O=S1(=O)O[C@H](CCCCl)[C@@](S)(CCCSC(=S)n2ccnc2)O1.CCCC#N.CCCC#N.CCCC#N
Electronic energy, eV: -97006.582
Charge: 0

Mulliken charges in e:
1. O -0.570
2. S 1.044
3. O -0.651
4. O -0.166
5. C -0.037
6. C -0.199
7. C -0.981
8. C -0.525
9. Cl -0.294
10. C 1.091
11. S -0.252
12. C -1.432
13. C -0.200
14. C -1.035
15. S -0.122
16. C 0.369
17. S -0.295
18. N 0.142
19. C -0.234
20. C -0.534
21. N -0.599
22. C 0.127
23. O -0.326
24. H 0.509
25. H -0.315
26. H 0.431
27. H 0.399
28. H 0.388
29. H 0.304
30. H 0.466
31. H 0.131
32. H 0.402
33. H 0.419
34. H 0.208
35. H 0.366
36. H 0.542
37. H 0.245
38. H 0.379
39. H 0.397
40. H 0.219
41. C -1.151
42. C -0.637
43. C -0.406
44. C 0.419
45. N -0.471
46. H 0.357
47. H 0.345
48. H 0.290
49. H 0.321
50. H 0.351
51. H 0.341
52. H 0.306
53. C -1.163
54. C -0.523
55. C 0.222
56. C 0.271
57. N -0.472
58. H 0.339
59. H 0.336
60. H 0.303
61. H 0.307
62. H 0.333
63. H -0.230
64. H 0.346
65. C -1.261
66. C -0.140
67. C -0.341
68. C 0.267
69. N -0.477
70. H 0.350
71. H 0.363
72. H 0.313
73. H 0.098
74. H 0.337
75. H 0.155
76. H 0.386

=====

Here is C24H38F6MnNO7P3Sb as an isolated structure in a non-equilibrium geometry from the OMol25 dataset. Energies are from ωB97M-V/def2-TZVPD.

Cartesian coordinates (Å):
Mn1 -0.33 -0.52 -0.64
C1 -2.37 -4.62 0.80
C2 -2.86 -3.45 -0.03
O1 -4.28 -3.50 -0.12
P1 -2.13 -3.48 -1.71
O2 -1.98 -4.96 -2.20
O3 -3.22 -2.77 -2.56
O4 -0.77 -2.74 -1.63
P2 -2.26 -1.84 0.65
O5 -3.30 -1.61 1.81
O6 -2.39 -0.80 -0.47
O7 -0.82 -1.90 1.10
H1 -2.67 -5.56 0.34
H2 -2.82 -4.55 1.79
H3 -1.28 -4.59 0.90
H4 -4.61 -2.73 -0.58
H5 -1.19 -5.23 -2.73
H6 -2.93 -2.64 -3.48
H7 -3.01 -0.93 2.46
C3 2.99 0.33 -3.75
C4 2.36 1.22 -2.69
C5 1.16 2.02 -3.23
P3 1.86 0.42 -1.10
C6 3.15 -0.73 -0.50
C7 4.50 -0.02 -0.32
C8 2.67 -1.38 0.81
C9 1.90 1.83 0.01
C10 2.91 2.78 0.08
C11 2.82 3.86 0.94
C12 3.91 4.91 1.01
C13 1.67 3.95 1.72
C14 0.65 3.02 1.66
C15 0.75 1.93 0.77
N1 -0.27 0.99 0.61
C16 -1.37 1.09 1.51
C17 -1.21 0.61 2.82
C18 0.09 -0.01 3.26
C19 -2.28 0.73 3.71
C20 -3.48 1.33 3.35
C21 -4.63 1.41 4.32
C22 -3.59 1.84 2.06
C23 -2.56 1.74 1.13
C24 -2.71 2.38 -0.22
H8 3.51 0.97 -4.47
H9 2.24 -0.25 -4.29
H10 3.72 -0.37 -3.34
H11 3.11 1.93 -2.34
H12 0.36 1.34 -3.53
H13 1.46 2.59 -4.11
H14 0.77 2.72 -2.48
H15 3.24 -1.50 -1.26
H16 4.46 0.72 0.49
H17 4.83 0.47 -1.24
H18 5.25 -0.77 -0.05
H19 2.53 -0.63 1.60
H20 3.42 -2.10 1.16
H21 1.74 -1.93 0.69
H22 3.80 2.69 -0.54
H23 4.83 4.56 0.56
H24 4.12 5.19 2.04
H25 3.60 5.82 0.48
H26 1.56 4.79 2.41
H27 -0.23 3.14 2.27
H28 0.34 -0.85 2.62
H29 0.01 -0.36 4.29
H30 0.90 0.72 3.21
H31 -2.15 0.36 4.73
H32 -4.28 1.46 5.35
H33 -5.27 0.53 4.22
H34 -5.26 2.28 4.12
H35 -4.51 2.33 1.76
H36 -3.77 2.49 -0.47
H37 -2.24 1.81 -1.00
H38 -2.25 3.38 -0.22
F1 0.39 -1.16 -2.85
Sb1 0.53 -3.10 -3.35
F2 2.36 -2.76 -3.00
F3 0.93 -4.34 -1.96
F4 0.03 -4.78 -4.09
F5 -1.23 -2.68 -4.04
F6 1.06 -2.56 -5.07

Output
HOMO-LUMO gap (spin up / spin down), eV: 5.72 / 8.21
2S+1: 5
Electronic energy, eV: -123367.832
Charge: 0

Mulliken charges in e:
1. Mn 0.689
2. C -1.891
3. C 0.877
4. O -0.586
5. P 1.012
6. O -0.507
7. O -0.583
8. O 0.602
9. P 0.524
10. O -0.685
11. O -1.032
12. O -0.654
13. H 0.415
14. H 0.461
15. H 0.377
16. H 0.413
17. H 0.493
18. H 0.400
19. H 0.554
20. C -1.631
21. C 0.586
22. C -1.649
23. P 1.259
24. C 0.909
25. C -1.770
26. C -1.555
27. C 0.199
28. C -0.623
29. C 0.205
30. C -1.719
31. C -1.100
32. C -0.570
33. C -0.163
34. N 2.030
35. C -0.366
36. C 1.124
37. C -1.504
38. C -1.454
39. C 0.779
40. C -1.643
41. C -0.840
42. C 1.101
43. C -1.721
44. H 0.481
45. H 0.317
46. H 0.315
47. H 0.608
48. H 0.206
49. H 0.505
50. H 0.280
51. H 0.518
52. H 0.418
53. H 0.331
54. H 0.500
55. H 0.159
56. H 0.620
57. H 0.210
58. H 0.234
59. H 0.375
60. H 0.387
61. H 0.325
62. H 0.425
63. H 0.515
64. H 0.048
65. H 0.516
66. H 0.282
67. H 0.379
68. H 0.391
69. H 0.274
70. H 0.387
71. H 0.441
72. H 0.494
73. H 0.167
74. H 0.286
75. F -0.772
76. Sb 1.439
77. F -0.536
78. F -0.540
79. F -0.560
80. F -0.650
81. F -0.534

=====

Here is C24H38FO13V as an isolated structure in a non-equilibrium geometry from the OMol25 dataset. Energies are from ωB97M-V/def2-TZVPD.

Cartesian coordinates (Å):
O1 -1.30 -3.83 0.09
V1 -2.13 -2.64 0.76
F1 -0.82 -1.00 0.33
O2 1.76 3.07 -3.20
C1 1.98 2.04 -2.55
O3 3.01 1.20 -2.70
C2 3.74 1.28 -3.89
C3 4.88 0.32 -3.92
C4 1.25 1.69 -1.26
H1 4.14 2.29 -4.03
H2 3.16 1.02 -4.78
H3 5.30 0.40 -4.92
H4 4.60 -0.72 -3.75
H5 5.56 0.67 -3.15
H6 0.52 2.46 -1.02
H7 1.86 1.55 -0.37
H8 0.71 0.77 -1.48
O4 -1.11 -2.79 2.69
C5 -0.30 -2.82 3.60
O5 -0.34 -1.92 4.55
C6 0.50 -2.31 5.62
C7 0.74 -3.77 5.39
C8 0.68 -3.96 3.88
H9 0.04 -2.24 6.61
H10 1.51 -1.89 5.61
H11 -0.08 -4.30 5.88
H12 1.66 -4.14 5.84
H13 0.31 -4.91 3.51
H14 1.67 -3.75 3.48
O6 -0.39 3.02 2.26
C9 0.55 2.39 2.73
O7 1.50 3.02 3.39
C10 2.49 2.12 3.90
C11 2.13 0.73 3.32
C12 0.79 0.88 2.58
H15 2.42 2.16 4.99
H16 3.46 2.48 3.58
H17 2.07 -0.01 4.11
H18 2.90 0.47 2.60
H19 -0.02 0.35 3.10
H20 0.82 0.57 1.53
O8 -3.23 -1.11 1.96
C13 -3.64 0.03 2.14
O9 -4.44 0.37 3.14
C14 -4.69 1.75 3.06
C15 -3.71 2.40 2.10
C16 -3.35 1.20 1.21
H21 -4.59 2.28 4.01
H22 -5.71 1.97 2.74
H23 -2.87 2.89 2.61
H24 -4.28 3.20 1.63
H25 -2.31 1.21 0.88
H26 -3.94 1.03 0.31
O10 1.94 -4.61 -3.98
C17 1.58 -3.51 -3.85
O11 1.01 -3.05 -2.67
C18 0.78 -1.67 -2.69
C19 0.72 -1.33 -4.14
C20 1.68 -2.35 -4.81
H27 1.62 -1.17 -2.21
H28 -0.12 -1.45 -2.12
H29 0.91 -0.27 -4.31
H30 -0.24 -1.63 -4.58
H31 2.71 -2.02 -4.71
H32 1.40 -2.63 -5.82
O12 -2.62 -0.55 -4.48
C21 -2.41 0.45 -3.79
O13 -1.85 1.72 -4.25
C22 -1.90 2.69 -3.24
C23 -2.97 2.09 -2.32
C24 -2.70 0.60 -2.37
H33 -2.12 3.69 -3.61
H34 -0.89 2.77 -2.84
H35 -3.94 2.39 -2.71
H36 -2.89 2.47 -1.30
H37 -3.44 -0.09 -1.95
H38 -1.75 0.31 -1.93

Output
HOMO-LUMO gap (spin up / spin down), eV: 6.50 / 2.80
2S+1: 3
Electronic energy, eV: -80508.577
Charge: +2

Mulliken charges in e:
1. O -0.409
2. V 1.343
3. F -0.110
4. O -0.169
5. C 0.649
6. O -0.123
7. C -0.221
8. C -1.353
9. C -0.522
10. H 0.431
11. H 0.363
12. H 0.395
13. H 0.320
14. H 0.384
15. H 0.613
16. H 0.442
17. H -0.281
18. O -0.437
19. C 0.407
20. O -0.253
21. C -0.288
22. C -0.758
23. C -0.468
24. H 0.337
25. H 0.220
26. H 0.291
27. H 0.403
28. H 0.382
29. H 0.277
30. O -0.602
31. C 0.450
32. O -0.369
33. C -0.502
34. C -0.186
35. C 0.829
36. H 0.309
37. H 0.279
38. H -0.173
39. H 0.321
40. H 0.017
41. H -0.498
42. O -0.176
43. C 0.007
44. O -0.300
45. C -0.514
46. C -0.614
47. C 0.661
48. H 0.385
49. H 0.287
50. H 0.189
51. H 0.383
52. H -0.035
53. H 0.056
54. O -0.507
55. C 0.303
56. O -0.358
57. C 0.555
58. C -0.260
59. C -0.478
60. H 0.168
61. H -0.525
62. H 0.287
63. H 0.310
64. H 0.075
65. H 0.386
66. O -0.569
67. C 0.225
68. O -0.401
69. C 0.002
70. C -0.540
71. C 0.525
72. H 0.408
73. H -0.326
74. H 0.319
75. H 0.250
76. H 0.560
77. H -0.482